{
  "formula": "C40H31F10GeMnN5O2",
  "method": "ωB97M-V with the def2-TZVPD basis set",
  "symbols": ["Mn", "C", "N", "C", "C", "N", "C", "C", "F", "C", "F", "C", "F", "C", "F", "C", "F", "C", "C", "N", "C", "C", "F", "C", "F", "C", "F", "C", "F", "C", "F", "H", "H", "H", "H", "H", "H", "H", "H", "H", "H", "H", "O", "N", "N", "O", "C", "C", "C", "C", "C", "C", "H", "H", "H", "H", "H", "C", "Ge", "C", "C", "C", "C", "C", "C", "C", "C", "C", "C", "C", "C", "C", "C", "C", "C", "H", "H", "H", "H", "H", "H", "H", "H", "H", "H", "H", "H", "H", "H", "H"],
  "positions_angstrom": [[0.15316, -0.82200, -2.20903], [0.21820, 0.86568, -4.70888], [-0.69905, -0.03411, -3.95308], [-1.03145, -1.22964, -4.80015], [0.00520, -2.29412, -4.52389], [0.10690, -2.37267, -3.04839], [0.49230, -3.61470, -2.46183], [-0.18833, -4.15058, -1.38185], [-1.26746, -3.54009, -0.87984], [0.23311, -5.30235, -0.76047], [-0.43183, -5.77774, 0.28294], [1.35881, -5.95867, -1.22101], [1.76956, -7.06045, -0.62765], [2.06070, -5.44680, -2.29223], [3.15310, -6.05398, -2.72596], [1.62891, -4.28257, -2.88887], [2.35511, -3.77590, -3.89128], [-1.94906, 0.69107, -3.57200], [-1.69060, 1.86451, -2.62770], [-0.69446, 1.47807, -1.56744], [-0.47309, 3.37435, 0.17651], [-0.28116, 3.13533, 1.55868], [0.34973, 0.87997, 1.14035], [-0.83933, 4.03621, 2.45583], [-0.65552, 3.93779, 3.77265], [-1.60130, 5.12132, 2.05760], [-2.11217, 5.92873, 2.95677], [-1.80666, 5.34517, 0.71910], [-2.52439, 6.36321, 0.31261], [-1.23809, 4.47089, -0.18913], [-1.48208, 4.72894, -1.47880], [-0.28711, 1.27209, -5.58715], [1.09321, 0.30299, -5.02162], [0.56399, 1.68748, -4.08122], [-1.06711, -0.94007, -5.85022], [-2.01338, -1.59184, -4.50504], [0.96650, -2.04210, -4.96900], [-0.29838, -3.25802, -4.92382], [-2.60680, -0.04391, -3.11314], [-2.46761, 1.06824, -4.45593], [-2.62373, 2.16602, -2.15814], [-1.30238, 2.72473, -3.16720], [1.85989, -0.19281, -2.48127], [2.78932, -0.74150, -1.69211], [2.28983, -1.37495, -0.74467], [0.97356, -1.44032, -0.58860], [3.13450, -2.09750, 0.20821], [2.49863, -2.82019, 1.19747], [3.28201, -3.56175, 2.07064], [4.66342, -3.57017, 1.93647], [5.27373, -2.83241, 0.92891], [4.51077, -2.08848, 0.04626], [1.42096, -2.82226, 1.27261], [2.80731, -4.14714, 2.84854], [5.26835, -4.16522, 2.60957], [6.35145, -2.84660, 0.81851], [4.97532, -1.52780, -0.75451], [0.11871, 2.60268, -0.98287], [-1.63582, -0.21353, -0.43892], [-3.09864, 0.54771, 0.41848], [-3.88175, -0.51501, 0.91913], [-5.10375, -0.25864, 1.52519], [-5.54167, 1.05251, 1.63649], [-4.77354, 2.11476, 1.14308], [-3.55658, 1.87242, 0.53940], [0.58210, 1.95244, 2.04448], [2.00488, 2.39636, 1.85162], [2.80455, 2.71496, 2.87763], [2.37363, 2.42922, 4.21476], [1.18699, 1.78115, 4.50294], [0.91379, 1.38542, 5.83192], [-0.20788, 0.63253, 6.10619], [-1.05160, 0.29213, 5.05688], [-0.81138, 0.70808, 3.73219], [0.29193, 1.45478, 3.44960], [0.28138, 3.31154, -1.78860], [0.03600, 0.99288, -2.11981], [1.08708, 2.17548, -0.73949], [-3.55095, -1.54795, 0.83340], [-5.71027, -1.07390, 1.89930], [-6.49790, 1.25730, 2.10450], [-5.14492, 3.12914, 1.22671], [-2.97952, 2.69885, 0.14852], [2.34691, 2.53226, 0.83000], [3.78831, 3.13264, 2.70659], [3.03002, 2.69654, 5.03966], [1.59820, 1.67225, 6.62428], [-0.42592, 0.31050, 7.11639], [-1.93066, -0.30873, 5.26319], [-1.51671, 0.44989, 2.96009]],
  "total_energy_ha": -6192.49443,
  "total_charge": 3,
  "fmax_ha_per_bohr": 0.0448,
  "homo_lumo_gap_ha": [0.1940, 0.1940]
}